# 1
Density functional theory data (ωB97M-V with the def2-TZVPD basis set) for a structure of composition C31H31N7O4PtS.

```
75
Properties=species:S:1:pos:R:3:forces:R:3:mulliken_charge:R:1
Pt -0.242 -0.208 0.250 0.353 0.447 -0.504 1.63
C -1.859 -0.838 2.917 0.040 0.091 0.061 -2.04
N -1.777 -0.205 1.587 -0.214 -0.221 -0.193 0.04
C -2.718 0.637 1.246 0.072 0.113 0.135 0.07
C -2.597 1.368 0.064 -0.046 0.016 -0.032 -0.09
C -3.339 2.345 -0.605 0.033 0.006 0.021 -1.07
C -2.580 2.715 -1.711 0.040 -0.024 0.022 -0.90
C -1.403 1.958 -1.690 0.025 0.036 0.020 -0.57
N -1.421 1.144 -0.624 -0.314 -0.068 0.126 0.44
C -1.074 -0.088 3.968 -0.175 0.031 0.110 0.76
C -1.356 1.257 4.206 0.010 -0.075 -0.016 -0.01
C -0.704 1.946 5.215 0.007 -0.004 0.046 -0.97
C 0.232 1.291 6.007 -0.101 -0.008 0.027 -0.36
C 0.514 -0.047 5.780 -0.087 -0.061 0.014 -1.13
C -0.137 -0.738 4.762 -0.096 0.054 0.061 -0.10
H -1.566 -1.876 2.849 0.167 -0.141 -0.023 0.41
H -2.919 -0.813 3.181 0.007 -0.083 0.000 0.72
H -3.570 0.757 1.908 -0.019 -0.028 -0.017 0.68
H -4.298 2.737 -0.310 -0.004 -0.014 -0.002 0.60
H -2.835 3.449 -2.456 0.010 -0.005 -0.009 0.50
H -0.566 2.009 -2.365 -0.023 0.030 -0.018 0.51
H -2.102 1.773 3.610 0.020 0.011 0.031 0.51
H -0.940 2.986 5.401 0.004 0.001 0.000 0.45
H 0.726 1.823 6.809 0.008 -0.002 -0.009 0.50
H 1.223 -0.567 6.412 0.002 -0.010 0.012 0.50
H 0.057 -1.790 4.609 0.036 -0.122 -0.055 0.62
O 1.225 0.349 -1.135 -0.365 -0.065 -0.188 -0.80
C 1.214 0.085 -2.572 -0.123 0.087 0.089 -0.79
C 1.721 -1.289 -2.933 -0.040 -0.005 -0.011 -1.08
C 1.145 -2.362 -2.011 0.053 0.183 0.025 -0.19
C -0.357 -2.388 -1.922 0.019 0.098 -0.139 0.66
C -1.035 -3.238 -2.787 0.013 -0.001 0.027 -0.80
C -2.409 -3.344 -2.763 -0.005 0.003 0.003 -0.69
C -3.113 -2.565 -1.858 0.013 -0.001 -0.011 -0.86
C -2.411 -1.717 -1.040 0.030 0.000 -0.011 0.04
N -1.064 -1.616 -1.058 0.029 -0.003 0.067 0.99
H 2.088 0.140 -0.671 0.212 -0.068 0.171 0.34
H 1.802 0.881 -3.027 0.004 -0.009 -0.013 0.44
H 0.175 0.205 -2.871 0.024 -0.058 -0.040 0.48
H 2.810 -1.331 -2.872 -0.001 0.006 0.005 0.47
H 1.454 -1.464 -3.977 0.014 -0.035 0.000 0.45
H 1.567 -2.220 -1.027 -0.032 -0.080 -0.117 -0.62
H 1.467 -3.348 -2.338 0.002 0.001 -0.019 0.84
H -0.446 -3.839 -3.466 -0.008 0.000 -0.005 0.61
H -2.922 -4.024 -3.430 0.003 0.003 -0.003 0.48
H -4.190 -2.601 -1.784 0.000 0.000 -0.002 0.53
H -2.938 -1.082 -0.351 0.013 -0.042 0.019 0.32
N 2.776 1.756 4.256 0.186 0.019 -0.146 -0.27
C 1.939 2.044 3.246 -0.016 -0.018 -0.019 -0.24
C 1.313 1.017 2.504 0.075 0.074 -0.042 0.45
N 0.549 1.308 1.463 -0.013 -0.059 -0.009 0.80
C 0.306 2.605 1.177 0.117 -0.024 -0.049 -0.30
C 0.901 3.583 1.950 -0.020 -0.022 -0.018 -0.81
N 1.718 3.323 2.956 0.010 0.059 0.052 -0.64
H 2.972 0.813 4.535 -0.022 0.023 0.009 0.22
H 3.220 2.515 4.746 -0.011 0.005 0.002 0.30
H 1.417 -0.007 2.804 0.101 -0.176 -0.140 0.21
H -0.316 2.860 0.340 -0.017 -0.037 -0.045 0.31
H 0.709 4.625 1.726 -0.001 0.003 0.000 0.46
O 0.352 -3.938 0.131 -0.009 -0.077 0.043 -0.65
S 0.714 -3.315 1.368 -0.253 -0.157 0.258 1.25
O -0.168 -3.497 2.477 -0.091 0.351 0.147 -0.76
N 1.026 -1.658 1.084 0.329 0.062 0.055 -0.29
C 2.390 -1.466 0.971 -0.253 -0.415 0.426 0.64
O 2.912 -0.474 0.479 0.278 0.423 -0.106 -0.80
C 3.167 -2.600 1.513 0.041 0.017 -0.021 0.14
C 4.535 -2.660 1.717 0.037 0.006 -0.020 -0.57
C 5.056 -3.838 2.238 -0.001 0.011 -0.004 -0.73
C 4.232 -4.921 2.536 -0.025 0.010 -0.007 -0.59
C 2.858 -4.866 2.316 0.027 -0.022 0.008 -0.91
C 2.367 -3.683 1.806 -0.081 -0.046 -0.038 0.19
H 5.167 -1.816 1.475 -0.003 0.000 0.012 0.59
H 6.120 -3.919 2.414 -0.001 0.001 0.003 0.46
H 4.666 -5.825 2.941 0.001 -0.001 -0.003 0.45
H 2.214 -5.706 2.535 0.002 0.005 -0.001 0.56
```
Forces are in eV/Å.

Summary:
**Energy above the lowest of the compared OMol25 structures with the same formula, charge and spin**: 1.9 kcal/mol
**E**: -2401.177697 Ha
**Charge**: +2



# 2
Density functional theory data (ωB97M-V with the def2-TZVPD basis set) for an isolated molecule of C6H6.

```
12
Properties=species:S:1:pos:R:3:forces:R:3:nbo_charge:R:1
C 1.902 1.745 0.336 0.002 -0.017 0.012 -0.68
C 0.746 0.906 0.016 -0.427 -0.269 -0.121 0.03
C -0.208 0.223 -0.258 0.372 0.270 0.115 -0.04
C -1.367 -0.607 -0.611 -0.043 0.077 -0.101 -0.47
C -1.096 -2.936 -1.463 -0.002 0.538 0.688 0.25
C -1.082 -2.095 -0.464 0.014 -0.434 -0.462 -0.57
H 2.223 1.584 1.369 -0.025 0.009 -0.118 0.24
H 2.742 1.513 -0.325 -0.095 0.023 0.085 0.24
H 1.660 2.805 0.220 0.004 -0.138 0.000 0.24
H -1.669 -0.399 -1.643 0.047 -0.013 0.167 0.25
H -2.223 -0.351 0.026 0.156 -0.044 -0.096 0.25
H -0.843 -2.504 0.522 -0.003 -0.002 -0.169 0.28
```
Forces are in eV/Å.

Summary:
**Energy above the lowest of the compared OMol25 structures with the same formula, charge and spin**: 128.1 kcal/mol
**E**: -232.022123 Ha



Asked for highest occupied orbital energy across the records above, the calculation gives -13.9; -9.8 eV in order.